{
  "formula": "CH6OS2",
  "method": "wB97M-V/def2-TZVPD",
  "total_charge": 0,
  "relative_energy_kcal_mol": 11.6,
  "gap_ev": 8.98,
  "e_tot_ev": -24851.72250,
  "smiles": "CSS.O",
  "symbols": ["C", "S", "S", "H", "H", "H", "H", "H", "H", "O"],
  "xyz": [[-0.582, 0.877, -1.331], [0.183, -0.520, -0.585], [1.494, 0.391, 0.752], [-1.116, 1.508, -0.609], [-1.245, 0.483, -2.115], [-0.016, 1.648, -1.849], [2.076, 1.457, 0.167], [-0.784, -1.411, 2.051], [0.018, -2.416, 1.319], [-0.028, -2.015, 2.199]],
  "forces_ev_per_a": [[-1.39, 1.34, -0.51], [1.23, 0.45, -0.37], [-0.07, -0.16, 1.11], [-0.39, -0.60, 0.05], [-0.16, 0.07, 0.46], [1.06, -0.57, -0.11], [-0.25, -0.35, -0.80], [0.58, -0.29, 0.44], [0.24, -0.19, 0.30], [-0.86, 0.32, -0.57]],
  "nbo_charge": [-0.7888, 0.1187, -0.1486, 0.2229, 0.2361, 0.2264, 0.1280, 0.4673, 0.4640, -0.9258]
}

{
  "formula": "CH6OS2",
  "method": "wB97M-V/def2-TZVPD",
  "total_charge": 0,
  "relative_energy_kcal_mol": 2.0,
  "gap_ev": 9.91,
  "e_tot_ev": -24852.13800,
  "smiles": "CSS.O",
  "symbols": ["S", "S", "C", "H", "H", "H", "H", "O", "H", "H"],
  "xyz": [[-2.444, -0.729, 1.722], [-1.709, 0.579, 0.382], [0.000, 0.000, 0.000], [-3.045, -1.598, 0.882], [-0.091, -1.048, -0.332], [0.626, 0.028, 0.908], [0.504, 0.578, -0.793], [-1.971, 4.234, 1.386], [-2.196, 3.484, 0.791], [-1.005, 4.143, 1.548]],
  "forces_ev_per_a": [[-0.04, -0.45, 0.28], [0.68, 0.73, -0.81], [0.04, -0.86, 0.43], [0.11, 0.08, 0.04], [0.19, 0.46, 0.08], [-0.32, 0.04, -0.37], [-0.65, 0.03, 0.32], [0.76, -0.73, -0.45], [0.31, 0.69, 0.68], [-1.07, 0.02, -0.20]],
  "nbo_charge": [-0.1099, 0.0532, -0.7459, 0.1227, 0.2228, 0.2226, 0.2362, -0.9441, 0.4749, 0.4675]
}

{
  "formula": "CH6OSi",
  "method": "wB97M-V/def2-TZVPD",
  "total_charge": 0,
  "relative_energy_kcal_mol": 64.2,
  "gap_ev": 10.72,
  "e_tot_ev": -11057.21232,
  "smiles": "OC[SiH3]",
  "symbols": ["C", "O", "Si", "H", "H", "H", "H", "H", "H"],
  "xyz": [[-0.550, 0.601, 0.304], [-1.580, -0.396, -0.463], [1.077, -0.465, 0.079], [-1.034, 0.498, 1.259], [-0.624, 1.586, -0.111], [-1.426, -0.049, -1.383], [0.693, -1.204, -1.166], [2.190, 0.662, 0.253], [1.255, -1.233, 1.227]],
  "forces_ev_per_a": [[-1.22, -3.83, -1.06], [1.90, 2.77, -0.65], [-0.84, 3.51, -0.50], [0.36, 0.57, 0.65], [-0.03, 0.47, -0.17], [-0.61, -0.93, 1.07], [0.91, 0.19, 0.21], [-0.65, -1.37, -0.80], [0.16, -1.38, 1.26]],
  "nbo_charge": [-0.4740, -0.7618, 0.8276, 0.2146, 0.1969, 0.4531, -0.1260, -0.1573, -0.1731]
}